{
  "formula": "C7H6FNO2",
  "method": "ωB97M-V with the def2-TZVPD basis set",
  "multiplicity": 1,
  "largest_force_ev_per_a": 4.43,
  "de_lowest_kj_mol": 508.5,
  "gap_ev": [8.57, 8.57],
  "energy_ha": -575.22646,
  "homo_ev": [-9.61, -9.61],
  "total_charge": 0,
  "elements": ["C", "C", "C", "C", "C", "C", "C", "N", "O", "O", "F", "H", "H", "H", "H", "H", "H"],
  "xyz": [[-2.4661, -0.7523, 0.0432], [-1.5390, -1.7725, -0.0926], [-2.0672, 0.5652, 0.2034], [-0.1722, -1.4901, -0.0564], [-0.7087, 0.8854, 0.2352], [0.1138, -0.1781, 0.1074], [2.4587, 0.3480, 0.2764], [2.3036, 1.5013, -0.4856], [1.7806, 2.4508, 0.0984], [2.6055, 1.4964, -1.6664], [3.0876, -0.6811, -0.2924], [-3.5158, -0.9881, 0.0140], [-1.8590, -2.7956, -0.2264], [-2.7987, 1.3522, 0.3109], [0.5734, -2.2602, -0.1566], [-0.3498, 1.9006, 0.3398], [2.5533, 0.4180, 1.3477]],
  "atomic_forces_ev_per_a": [[-0.060, -0.014, -0.030], [0.162, -0.118, -0.037], [0.091, 0.105, 0.001], [-0.348, -0.283, -0.011], [-0.376, 0.103, 0.017], [3.632, 0.891, 0.351], [-3.494, -2.714, 0.240], [-0.155, 1.279, -0.963], [0.265, -0.009, 0.177], [0.111, -0.164, 0.219], [0.061, 0.645, 0.096], [-0.201, -0.038, 0.013], [-0.072, -0.056, -0.008], [-0.077, 0.047, -0.023], [0.150, -0.064, -0.005], [0.078, 0.032, 0.030], [0.231, 0.360, -0.068]],
  "mulliken_charge": [-0.512, -0.296, -0.398, -0.633, -0.468, 0.510, -0.147, 0.968, -0.572, -0.581, -0.224, 0.381, 0.350, 0.351, 0.426, 0.438, 0.408]
}

---

{
  "formula": "C5H9NO",
  "method": "ωB97M-V with the def2-TZVPD basis set",
  "multiplicity": 1,
  "largest_force_ev_per_a": 1.39,
  "de_lowest_kj_mol": 340.5,
  "gap_ev": 10.16,
  "energy_ha": -325.80786,
  "homo_ev": -9.42,
  "total_charge": 0,
  "smiles": "C[C@@H]1CN1.C=C=O",
  "elements": ["C", "C", "C", "N", "H", "H", "H", "H", "H", "H", "H", "C", "C", "O", "H", "H"],
  "xyz": [[1.4028, -0.8138, 0.7768], [0.6402, -1.1638, -0.4839], [-0.7574, -0.7039, -0.6835], [-0.4773, -2.0958, -0.3416], [0.7276, -0.8175, 1.6381], [2.1929, -1.5489, 0.9649], [1.8673, 0.1759, 0.6923], [1.2524, -1.2543, -1.3827], [-1.0803, -0.4589, -1.6964], [-1.2428, -0.1528, 0.1039], [-0.5732, -2.6938, -1.1543], [-1.3423, 2.0753, 0.4926], [-0.1314, 2.1138, -0.0326], [0.9371, 2.4580, -0.3399], [-2.2316, 1.6824, 0.0216], [-1.3002, 3.0995, 0.8196]],
  "atomic_forces_ev_per_a": [[-0.031, -0.114, -0.098], [0.195, 0.180, 0.161], [-0.012, -0.046, -0.348], [0.062, -0.258, -0.007], [0.058, 0.024, -0.141], [-0.103, 0.098, -0.017], [-0.067, -0.196, 0.008], [-0.163, 0.020, 0.125], [0.040, -0.100, 0.185], [-0.001, -0.188, 0.032], [0.079, 0.031, -0.003], [0.512, 0.240, -0.764], [0.600, 0.897, -0.348], [-0.451, -1.067, 0.118], [0.248, -0.139, 0.316], [-0.966, 0.617, 0.782]],
  "mulliken_charge": [-1.263, 0.297, -0.601, -0.653, 0.317, 0.354, 0.270, 0.399, 0.292, 0.359, 0.243, -1.138, 0.845, -0.380, 0.337, 0.322]
}

---

{
  "formula": "C9H20Cs2F3KN3O9P",
  "method": "ωB97M-V with the def2-TZVPD basis set",
  "multiplicity": 1,
  "largest_force_ev_per_a": 18.49,
  "gap_ev": 1.31,
  "energy_ha": -2476.63061,
  "homo_ev": -4.09,
  "total_charge": 0,
  "elements": ["C", "C", "C", "N", "P", "N", "C", "O", "H", "H", "H", "H", "H", "H", "H", "H", "H", "Cs", "N", "O", "O", "O", "K", "C", "C", "O", "H", "H", "H", "H", "H", "H", "O", "H", "H", "C", "C", "O", "C", "O", "O", "F", "H", "H", "H", "F", "Cs", "F"],
  "xyz": [[-5.1618, -1.4350, -2.7298], [-3.6026, -1.8079, -2.4202], [-3.2872, -2.4004, -0.9302], [-4.2260, -1.9530, 0.1661], [-3.3900, -1.0930, 1.4844], [-3.3085, 0.6550, 1.1238], [-3.8090, 0.9206, -0.1512], [-3.8377, 1.2688, -1.4668], [-5.8520, -1.2971, -1.7964], [-5.6728, -2.2419, -3.4363], [-5.1608, -0.3826, -3.2913], [-2.8763, -0.9015, -2.6875], [-3.3009, -2.6673, -3.1926], [-2.2087, -1.9893, -0.6279], [-3.1523, -3.5752, -1.0055], [-4.5810, -2.8556, 0.6008], [-4.2249, -1.1950, 2.6843], [-4.4343, -0.3755, -4.6216], [-0.1997, 1.7804, -0.3545], [-0.3851, 1.0364, -1.3318], [0.1094, 1.2945, 0.7460], [-0.3234, 3.0102, -0.4778], [-1.4606, -1.9263, 2.8493], [0.8930, 4.0963, 2.9454], [0.6386, 3.2568, 4.1802], [-0.6730, 2.7147, 4.1365], [0.1628, 4.9094, 2.8758], [1.8987, 4.5253, 2.9658], [0.7852, 3.4932, 2.0380], [0.7256, 3.8681, 5.0833], [1.3566, 2.4339, 4.2501], [-0.7373, 2.1668, 3.3355], [2.2776, 1.5424, -0.9528], [2.7656, 2.2798, -1.3491], [2.6954, 0.7545, -1.3317], [6.6833, -1.5582, -1.1560], [5.6569, -2.4209, -0.5047], [4.4572, -1.7054, -0.6936], [4.6395, -1.0063, -1.8489], [3.7369, -0.4883, -2.4851], [5.9576, -0.9627, -2.2126], [5.8864, -2.5244, 0.8236], [7.0632, -0.7758, -0.4905], [7.5298, -2.1352, -1.5381], [5.5639, -3.4189, -0.9461], [-5.1658, -1.2130, 4.2559], [6.4454, -4.2783, -2.2906], [3.1032, 4.5767, 1.7759]],
  "atomic_forces_ev_per_a": [[-2.676, -1.028, 4.948], [0.339, -0.869, -0.449], [1.961, 0.300, -0.134], [0.381, -1.842, 0.268], [-1.845, 1.454, -2.524], [-4.234, 0.436, -8.284], [3.985, 1.268, -1.759], [-0.445, -2.841, 9.734], [1.658, -0.817, -1.250], [0.907, 1.762, 1.427], [-5.255, -3.858, 11.334], [-1.483, -1.767, 1.205], [-0.514, 1.732, 1.610], [-2.058, -0.820, -0.940], [-0.681, 2.390, 0.219], [0.003, 1.757, -0.556], [-1.098, 0.218, 0.276], [7.622, 4.179, -16.318], [-0.202, 1.266, 0.313], [-0.615, -1.054, -0.856], [-0.258, -0.713, 0.741], [-0.068, -0.452, -0.061], [2.758, -0.610, 2.329], [-0.447, -0.132, 0.590], [0.101, 0.464, -0.874], [-0.866, -0.967, 0.344], [-0.098, -0.031, 0.187], [0.060, -0.096, -0.394], [0.240, 0.109, 0.163], [-0.209, -0.168, 0.079], [0.244, 0.035, 0.045], [0.176, 0.605, 0.124], [1.134, -0.197, -0.437], [-0.255, -0.007, 0.374], [-0.496, 0.462, 0.088], [1.069, 0.668, -0.101], [-1.365, 1.390, 2.728], [0.702, -0.486, -0.774], [-3.432, 2.412, -2.142], [2.911, -1.789, 1.649], [-0.398, -0.472, -0.064], [0.079, -0.437, -0.119], [-0.118, -0.320, 0.162], [0.183, 0.599, 0.011], [-1.989, 2.622, 3.669], [0.961, -0.327, -1.097], [2.493, -4.233, -5.069], [1.136, 0.201, -0.414]],
  "mulliken_charge": [-1.121, -1.283, -0.575, -0.460, -0.251, -0.192, 0.590, -0.489, 0.415, 0.543, 0.483, 0.519, 0.507, 0.230, 0.357, 0.303, 0.367, 0.988, 0.948, -0.720, -0.591, -0.644, 0.891, -0.763, -0.201, -0.551, 0.259, 0.379, 0.116, 0.292, 0.183, 0.287, -0.461, 0.251, 0.290, -0.930, -0.162, -0.201, 0.773, -0.569, -0.231, -0.259, 0.347, 0.401, 0.693, -0.861, 0.988, -0.884]
}

---

{
  "formula": "C49H36F4N9S2Zr",
  "method": "ωB97M-V with the def2-TZVPD basis set",
  "multiplicity": 1,
  "largest_force_ev_per_a": 0.27,
  "de_lowest_kj_mol": 35.7,
  "gap_ev": 6.77,
  "energy_ha": -3624.50512,
  "homo_ev": -10.32,
  "total_charge": 1,
  "elements": ["Zr", "C", "N", "C", "C", "C", "N", "C", "C", "F", "C", "F", "C", "C", "F", "C", "F", "H", "H", "H", "H", "H", "H", "H", "H", "H", "H", "H", "N", "C", "C", "C", "C", "C", "C", "C", "C", "C", "C", "C", "C", "N", "C", "C", "C", "C", "N", "H", "H", "H", "H", "H", "H", "H", "H", "H", "H", "S", "C", "C", "C", "C", "C", "C", "N", "C", "C", "C", "C", "C", "C", "C", "H", "H", "H", "H", "H", "H", "H", "H", "N", "C", "C", "C", "C", "C", "C", "N", "C", "C", "C", "S", "C", "N", "H", "H", "H", "H", "H", "H", "H"],
  "xyz": [[-0.3257, -0.5399, -0.4856], [-1.8505, -1.9589, 4.7443], [-1.6519, -0.7836, 3.9058], [-1.9142, 0.4337, 4.6627], [-0.3146, -0.7042, 3.3268], [0.1307, -1.8892, 2.4824], [-0.4415, -1.9640, 1.1142], [-0.7302, -3.3057, 0.7908], [-2.0006, -3.7831, 0.4878], [-3.0588, -2.9411, 0.4332], [-2.2299, -5.1173, 0.1870], [-3.4809, -5.4927, -0.1103], [-1.2114, -6.0424, 0.1808], [0.0609, -5.5899, 0.4784], [1.0932, -6.4370, 0.4609], [0.2913, -4.2634, 0.7711], [1.5539, -3.8619, 0.9909], [-1.0865, -2.0409, 5.5309], [-1.8351, -2.8665, 4.1439], [-2.8283, -1.8944, 5.2198], [-1.2068, 0.5649, 5.4948], [-2.9265, 0.4066, 5.0679], [-1.8248, 1.3032, 4.0064], [0.4400, -0.5824, 4.1246], [-0.2696, 0.2105, 2.7279], [-0.1167, -2.8104, 3.0117], [1.2191, -1.8570, 2.4476], [-1.3962, -7.0805, -0.0539], [2.7754, 7.5528, 5.5901], [2.4596, 6.7002, 4.8886], [2.0633, 5.6328, 4.0109], [1.6737, 4.4078, 4.5436], [1.3002, 3.3801, 3.6939], [1.2925, 3.5766, 2.3157], [1.6854, 4.8056, 1.7894], [2.0760, 5.8307, 2.6315], [0.8947, 2.4628, 1.4172], [-0.2362, 2.6355, 0.6126], [-1.0092, 3.8173, 0.5335], [-1.8470, 3.6800, -0.5539], [-1.5819, 2.4103, -1.0837], [-0.6364, 1.7557, -0.3947], [1.7179, 1.3447, 1.4100], [3.0123, 1.2421, 1.9790], [3.5050, 0.0001, 1.6404], [2.4903, -0.6276, 0.8993], [1.4212, 0.1610, 0.7500], [1.6704, 4.2667, 5.6156], [1.0058, 2.4204, 4.1002], [1.6977, 4.9471, 0.7168], [2.3918, 6.7833, 2.2290], [-0.9293, 4.6653, 1.1931], [-2.5584, 4.3941, -0.9344], [-2.0364, 1.9733, -1.9572], [3.5126, 2.0154, 2.5389], [4.4656, -0.4203, 1.8867], [2.5017, -1.6337, 0.4992], [3.9553, -0.6885, -2.3654], [3.7285, 1.0152, -2.1334], [4.6987, 2.0118, -2.1385], [4.2814, 3.3184, -1.9910], [2.9207, 3.6189, -1.8709], [1.9609, 2.6272, -1.8609], [2.3691, 1.2965, -1.9662], [1.5499, 0.1624, -1.9891], [2.2555, -0.9175, -2.2190], [1.5869, -2.2111, -2.3527], [2.1784, -3.2736, -3.0355], [1.4214, -4.3935, -3.3276], [0.0757, -4.4151, -2.9725], [-0.4810, -3.3582, -2.2668], [0.2649, -2.2406, -1.8872], [5.7448, 1.7677, -2.2640], [5.0114, 4.1164, -1.9932], [2.6108, 4.6538, -1.8024], [0.9129, 2.8763, -1.7953], [3.2082, -3.2127, -3.3689], [1.8613, -5.2258, -3.8596], [-0.5382, -5.2632, -3.2498], [-1.5353, -3.4198, -2.0136], [-3.8000, -0.3890, -3.3346], [-2.8890, -0.4628, -4.3843], [-3.0703, -0.5307, -5.7610], [-1.9253, -0.5816, -6.5270], [-0.6491, -0.5605, -5.9408], [-0.4781, -0.4958, -4.5753], [-1.6265, -0.4525, -3.7856], [-1.7862, -0.3855, -2.3994], [-3.0829, -0.3427, -2.1936], [-3.6000, -0.2301, -0.8467], [-4.8686, -0.1320, -0.3808], [-4.8442, -0.0734, 1.3233], [-3.1466, -0.1921, 1.3176], [-2.6244, -0.2528, 0.1271], [-4.8024, -0.3954, -3.4094], [-4.0547, -0.5420, -6.2086], [-2.0109, -0.6347, -7.6036], [0.2214, -0.5954, -6.5817], [0.5024, -0.4732, -4.1285], [-5.7907, -0.1000, -0.9369], [-2.5831, -0.3153, 2.2487]],
  "atomic_forces_ev_per_a": [[-0.083, 0.154, 0.184], [-0.013, 0.029, -0.073], [0.018, 0.031, 0.002], [-0.019, -0.039, -0.058], [0.102, 0.000, 0.003], [-0.082, 0.045, -0.039], [0.075, 0.118, -0.043], [0.019, -0.070, 0.070], [-0.183, 0.026, -0.008], [0.203, -0.161, 0.079], [-0.047, 0.053, -0.010], [0.020, -0.003, 0.003], [0.011, 0.010, 0.006], [0.004, 0.011, 0.001], [-0.025, -0.001, -0.010], [0.031, 0.020, -0.027], [-0.030, -0.011, 0.005], [0.007, -0.004, 0.019], [-0.002, -0.020, 0.023], [0.005, -0.007, 0.011], [-0.011, -0.002, 0.034], [0.038, 0.026, 0.015], [-0.014, 0.015, -0.005], [-0.025, 0.006, 0.033], [-0.009, -0.001, 0.004], [0.007, -0.020, 0.008], [0.028, 0.005, 0.003], [-0.005, 0.000, 0.003], [0.000, 0.002, 0.000], [0.014, 0.031, 0.029], [0.000, 0.001, -0.051], [-0.013, -0.034, -0.014], [0.005, 0.040, 0.023], [0.030, 0.046, -0.014], [-0.016, -0.028, 0.047], [0.001, -0.008, 0.013], [-0.020, -0.026, 0.038], [-0.031, -0.008, 0.012], [-0.006, 0.025, -0.066], [-0.015, -0.014, 0.035], [0.057, 0.018, 0.030], [-0.119, -0.010, -0.085], [0.071, -0.019, 0.057], [0.022, -0.009, -0.014], [-0.022, 0.023, -0.001], [0.034, -0.019, 0.030], [-0.015, -0.079, -0.059], [-0.002, -0.006, 0.001], [-0.001, -0.007, -0.005], [0.000, -0.005, -0.004], [0.003, 0.003, 0.007], [0.005, 0.007, 0.001], [-0.006, -0.003, 0.002], [-0.007, -0.010, -0.001], [0.000, 0.001, -0.003], [0.000, -0.009, 0.002], [-0.031, 0.005, -0.007], [-0.043, 0.011, -0.011], [0.039, -0.017, 0.006], [-0.004, 0.007, 0.010], [0.008, -0.020, -0.005], [-0.010, -0.006, 0.004], [-0.034, 0.039, -0.004], [0.022, -0.022, 0.011], [0.016, -0.045, 0.021], [0.011, -0.001, -0.004], [-0.033, 0.056, 0.018], [0.003, -0.022, -0.014], [-0.040, 0.041, 0.033], [0.070, -0.015, -0.032], [-0.069, 0.023, 0.033], [0.105, -0.181, -0.167], [0.003, 0.011, 0.001], [-0.004, 0.005, 0.001], [0.003, 0.001, -0.005], [0.010, -0.016, -0.003], [-0.001, 0.003, -0.001], [0.001, -0.002, -0.007], [-0.010, 0.000, 0.008], [0.016, 0.002, -0.012], [0.220, -0.005, -0.066], [-0.049, 0.011, 0.027], [-0.019, -0.008, 0.041], [0.030, 0.001, -0.006], [-0.029, -0.005, -0.049], [-0.033, 0.006, 0.045], [-0.033, -0.011, -0.032], [0.164, 0.102, 0.001], [-0.245, -0.019, -0.072], [0.104, 0.016, 0.156], [-0.015, 0.011, -0.090], [0.055, 0.001, 0.044], [-0.052, 0.014, 0.109], [-0.041, -0.106, -0.176], [-0.008, -0.001, 0.014], [-0.001, 0.002, -0.004], [0.002, -0.001, -0.001], [0.000, -0.001, -0.001], [-0.002, 0.004, -0.006], [-0.005, 0.004, 0.002], [-0.063, 0.011, -0.054]],
  "mulliken_charge": [-2.741, -0.989, 0.108, -1.057, -0.487, -1.642, 1.481, -0.122, -0.680, -0.245, 0.526, -0.357, -0.634, 0.382, -0.346, 0.537, -0.416, 0.322, 0.223, 0.350, 0.391, 0.363, 0.239, 0.672, -0.459, 1.539, -0.206, 0.543, -0.505, -0.187, 0.515, -1.042, 0.110, -0.798, 0.056, -1.031, 2.472, -1.357, -0.517, -1.708, -0.651, 2.053, -1.425, -0.873, -2.190, -0.872, 2.786, 0.495, 0.549, 0.570, 0.477, 0.831, 0.523, 0.497, 0.782, 0.557, 0.531, -0.397, 1.303, -0.616, -0.885, -0.507, -0.530, -0.825, 0.792, 0.288, -0.302, -0.902, -1.090, -1.065, -0.015, 2.758, 0.454, 0.424, 0.522, 0.440, 0.479, 0.421, 0.486, 0.738, 0.030, 0.403, -1.378, -0.525, -1.100, -0.323, -0.110, 1.826, 0.219, -1.250, -0.406, -0.197, -0.291, 1.550, 0.249, 0.469, 0.429, 0.480, 0.483, 0.494, 0.034]
}